{"formula": "C38H56FN8O4", "method": "wB97M-V/def2-TZVPD", "homo_energy_ha": -0.349, "charge": 1, "homo_lumo_gap_ev": 3.92, "species": ["C", "O", "C", "C", "C", "C", "C", "C", "C", "C", "C", "C", "C", "N", "N", "N", "C", "C", "O", "N", "C", "O", "F", "C", "C", "C", "C", "C", "C", "O", "C", "H", "H", "H", "H", "H", "H", "H", "H", "H", "H", "H", "H", "H", "H", "H", "H", "H", "H", "H", "H", "H", "H", "H", "H", "H", "H", "H", "H", "H", "H", "H", "H", "H", "H", "H", "H", "N", "C", "C", "C", "C", "H", "H", "H", "H", "H", "N", "C", "C", "C", "C", "H", "H", "H", "H", "H", "N", "C", "C", "C", "C", "H", "H", "H", "H", "H", "N", "C", "C", "C", "C", "H", "H", "H", "H", "H"], "coordinates": [[-5.2805, 2.8319, -0.2744], [-4.6637, 3.9431, -0.9703], [-3.2177, 3.9015, -0.9177], [-2.5048, 3.3878, -2.2686], [-3.3157, 2.2585, -3.0816], [-2.5372, 0.8438, -3.0814], [-2.5298, 0.1478, -1.6042], [-3.6589, -0.9819, -1.4135], [-3.0697, -2.4438, -0.9926], [-2.0746, -2.2721, 0.2416], [-2.4548, -2.0168, 1.7362], [-4.0596, -1.9289, 2.0135], [-4.8262, -3.2968, 1.6771], [-5.9682, -3.1773, 1.0010], [-1.6714, -1.8484, 2.8957], [-0.3510, -1.8663, 2.7354], [0.2158, -2.0528, 1.4409], [1.8420, -2.0005, 1.3887], [2.5555, -2.8942, 0.8781], [2.4343, -0.7407, 1.9688], [2.9679, 0.1340, 0.9187], [4.2008, 0.2731, 0.6890], [2.0875, 0.9439, 0.1074], [-0.4792, -2.2971, 0.0752], [0.2565, -2.5435, -1.3336], [0.9893, -1.2414, -1.9419], [0.7332, -1.2184, -3.5477], [2.0714, -0.8561, -4.4007], [1.5321, -0.2341, -5.8147], [1.1190, -1.3123, -6.7145], [-0.3203, -1.3574, -6.8650], [-6.1382, 3.1549, 0.4383], [-5.8010, 2.1813, -1.0865], [-4.5523, 2.1360, 0.2694], [-2.8699, 5.0004, -0.7681], [-2.7859, 3.3223, -0.0217], [-1.4052, 3.0566, -2.0927], [-2.4222, 4.3126, -2.9642], [-3.3309, 2.6065, -4.1907], [-4.4155, 2.1424, -2.7799], [-1.4268, 1.0985, -3.3154], [-2.8706, 0.1155, -3.8990], [-2.7311, 0.9923, -0.8397], [-1.4540, -0.2000, -1.4282], [-4.3765, -0.6256, -0.5966], [-4.2912, -1.0713, -2.3791], [-3.8919, -3.2325, -0.8411], [-2.4728, -2.8008, -1.9232], [-4.2653, -1.7163, 3.1375], [-4.5207, -1.0200, 1.4600], [-4.4623, -4.3527, 1.9218], [-6.3736, -4.1107, 0.8108], [0.2498, -1.7109, 3.5734], [3.1773, -0.9877, 2.6580], [1.0955, -3.3158, -1.1106], [-0.4131, -3.0343, -2.1188], [2.1364, -1.3136, -1.7741], [0.6383, -0.2433, -1.5075], [0.3830, -2.2476, -3.9573], [-0.1016, -0.4784, -3.8398], [2.7740, -0.1353, -3.8465], [2.6135, -1.8360, -4.7058], [2.3800, 0.3396, -6.3605], [0.6936, 0.5174, -5.6018], [-0.8218, -2.0097, -6.0525], [-0.5819, -1.8684, -7.8720], [-0.8288, -0.3289, -6.8897], [-4.9054, 6.0004, -5.3358], [-4.6774, 7.1703, -6.0107], [-4.1880, 8.0886, -5.1137], [-4.1125, 7.4478, -3.8523], [-4.5587, 6.1594, -4.0202], [-5.2703, 5.1547, -5.7436], [-4.8840, 7.2486, -7.0675], [-3.9137, 9.1085, -5.3409], [-3.7690, 7.8810, -2.9240], [-4.6607, 5.3443, -3.3185], [2.0268, -5.7294, -0.2736], [1.0772, -6.6248, 0.1437], [1.1716, -7.7430, -0.6489], [2.2200, -7.5170, -1.5746], [2.7313, -6.2680, -1.3177], [2.1829, -4.8173, 0.1259], [0.4173, -6.3887, 0.9655], [0.5550, -8.6265, -0.5700], [2.5633, -8.1936, -2.3435], [3.5326, -5.7170, -1.7872], [4.8479, -1.4625, 5.0677], [5.0776, -0.2891, 4.3954], [5.5742, 0.6234, 5.2933], [5.6528, -0.0229, 6.5519], [5.2011, -1.3091, 6.3818], [4.4783, -2.3061, 4.6592], [4.8675, -0.2049, 3.3389], [5.8516, 1.6432, 5.0689], [6.0021, 0.4053, 7.4799], [5.0998, -2.1257, 7.0809], [7.1553, 2.5325, 8.7490], [7.8737, 2.9249, 9.8471], [7.0086, 3.5310, 10.7253], [5.7193, 3.4982, 10.1385], [5.8393, 2.8738, 8.9210], [7.5352, 2.0650, 7.9413], [8.9358, 2.7409, 9.9077], [7.2742, 3.9504, 11.6846], [4.8044, 3.8878, 10.5606], [5.1045, 2.6446, 8.1634]], "forces_ev_per_a": [[-1.5, -1.1, -0.8], [1.2, -1.4, 1.3], [1.6, 1.0, -0.1], [-0.4, 0.6, -0.6], [0.5, -0.4, -1.3], [0.8, 0.6, 0.8], [-0.1, 0.8, -0.6], [-0.3, 0.2, 0.4], [0.7, 0.5, -0.7], [3.9, 0.2, 2.2], [-1.2, -0.1, -0.6], [0.4, -0.4, 1.0], [-2.7, 0.8, -2.3], [3.3, -0.6, 1.8], [-0.9, -0.5, -3.1], [0.0, -0.4, -4.4], [0.9, -0.4, -1.4], [1.1, -1.7, -1.3], [-3.1, 3.5, 2.2], [-0.7, -0.3, -1.8], [5.3, 1.6, -1.7], [-6.3, -0.8, 1.4], [1.2, -2.7, 2.7], [-3.2, 0.3, 2.9], [1.1, -0.3, 1.4], [0.2, -0.1, -1.1], [0.6, -0.2, -0.5], [-1.2, -0.2, -1.1], [1.5, 0.2, 0.4], [-1.4, 1.6, 1.0], [-1.0, -0.9, -0.7], [1.7, -0.2, -1.1], [0.8, 0.9, 1.4], [-0.8, 1.2, -0.6], [-0.6, -1.8, -0.2], [-1.1, 0.7, -1.1], [-1.9, 0.5, 0.0], [-0.2, -1.6, 1.1], [-0.1, -0.6, 1.8], [1.7, 0.2, -0.2], [-1.9, -0.4, 0.3], [0.2, 1.0, 1.2], [0.4, -1.4, -1.2], [-1.7, 0.1, -0.1], [0.9, -0.6, -1.2], [1.1, -0.1, 1.6], [1.2, 1.4, 0.2], [-0.7, 0.5, 1.9], [0.7, -0.4, -1.8], [0.8, -1.9, 0.6], [0.1, 1.8, 0.1], [0.2, 0.5, 0.3], [-0.7, -0.1, -0.9], [-0.3, 0.4, -1.1], [-1.6, 1.2, -0.4], [0.6, 0.9, 1.5], [-2.0, 0.1, -0.1], [0.4, -1.6, -0.4], [0.5, 1.6, 1.0], [1.3, -1.1, 0.7], [-1.1, -1.0, -0.9], [-0.7, 1.7, 0.8], [-1.3, -1.0, 1.0], [1.0, -1.1, -0.4], [0.8, 1.1, -1.0], [0.7, 0.8, 1.6], [0.9, -1.3, 0.2], [0.1, 0.0, 0.0], [0.0, 0.1, -0.1], [0.0, 0.0, -0.3], [0.0, -0.2, 0.2], [0.0, -0.1, 0.1], [0.1, 0.2, 0.1], [0.0, 0.0, 0.1], [0.0, -0.1, 0.0], [-0.1, 0.0, -0.1], [-0.1, 0.1, 0.0], [0.0, 0.0, 0.0], [-0.1, 0.0, 0.0], [-0.2, 0.1, 0.2], [0.2, 0.2, -0.1], [0.0, 0.0, -0.1], [0.1, -0.3, 0.0], [0.1, -0.1, -0.1], [0.1, 0.1, 0.0], [0.0, 0.1, 0.1], [-0.1, -0.1, 0.0], [-0.1, 0.0, 0.0], [-0.1, 0.1, -0.1], [-0.1, 0.1, -0.3], [0.0, -0.3, 0.1], [0.0, 0.0, 0.1], [0.3, 0.1, 0.2], [0.3, 0.1, 0.0], [0.0, -0.1, 0.0], [-0.1, -0.1, -0.1], [0.0, 0.1, -0.1], [0.0, 0.0, 0.0], [0.1, 0.0, 0.1], [0.3, -0.1, 0.0], [-0.2, -0.1, -0.2], [-0.1, 0.0, 0.0], [0.0, 0.1, 0.2], [-0.1, 0.0, 0.0], [0.0, -0.1, -0.1], [0.1, 0.0, -0.1], [0.0, 0.1, 0.1]], "mulliken_charge": [-0.483, -0.382, -0.546, -0.545, -0.560, -0.875, 1.892, -0.895, -0.807, -0.427, 0.783, -0.250, -0.205, -0.540, -0.923, 0.349, 0.378, 0.407, -0.604, 0.020, 0.565, -0.452, -0.194, 0.764, -1.044, -0.237, 0.007, -0.659, -0.437, -0.361, -0.474, 0.289, 0.214, 0.147, 0.310, 0.323, 0.244, 0.428, 0.315, 0.236, 0.147, 0.559, -0.191, -1.258, 0.092, 0.645, 0.458, 0.286, 0.399, 0.079, 0.337, 0.274, 0.276, 0.106, -0.230, 0.601, 0.549, 0.331, 0.211, -0.509, 0.387, 0.259, 0.314, 0.265, 0.147, 0.268, 0.245, 0.008, -0.494, -0.449, -0.414, -0.666, 0.207, 0.381, 0.393, 0.379, 0.629, 0.145, -0.389, -0.556, -0.569, -0.364, 0.270, 0.385, 0.409, 0.411, 0.385, 0.047, -0.535, -0.379, 0.074, -1.017, 0.178, 0.584, 0.409, 0.327, 0.380, 0.016, -0.515, -0.400, -0.538, -0.268, 0.226, 0.371, 0.388, 0.394, 0.341]}



{"formula": "C38H58BN12SSbSi3Sn", "method": "wB97M-V/def2-TZVPD", "homo_energy_ha": [-0.344, -0.344], "charge": 1, "homo_lumo_gap_ev": [5.71, 5.40], "spin_multiplicity": 2, "species": ["Sn", "C", "C", "C", "C", "N", "N", "B", "N", "C", "C", "C", "C", "N", "N", "C", "C", "C", "C", "N", "N", "C", "C", "C", "C", "N", "H", "H", "H", "H", "H", "H", "H", "H", "H", "H", "H", "H", "H", "H", "H", "H", "H", "H", "H", "H", "S", "C", "N", "N", "C", "C", "C", "C", "C", "C", "N", "N", "C", "C", "C", "C", "C", "C", "H", "H", "H", "H", "H", "H", "H", "H", "H", "H", "H", "C", "Si", "C", "C", "Sb", "Si", "C", "C", "C", "Si", "C", "C", "C", "H", "H", "H", "H", "H", "H", "H", "H", "H", "H", "H", "H", "H", "H", "H", "H", "H", "H", "H", "H", "H", "H", "H", "H", "H", "H", "H"], "coordinates": [[0.7398, 0.3420, 1.0432], [4.4719, -0.4365, 1.2134], [3.9094, 0.0302, 2.5144], [4.6073, 0.3319, 3.6860], [3.6433, 0.7327, 4.5842], [2.4454, 0.6581, 3.9798], [2.6036, 0.2294, 2.6962], [1.0282, 1.0227, 4.4512], [0.5169, 2.2036, 3.5406], [0.2467, 3.4329, 3.9980], [0.1692, 4.3042, 2.9381], [0.4334, 3.5364, 1.8062], [0.4867, 4.0600, 0.4114], [0.6479, 2.2605, 2.1768], [0.0968, -0.1983, 4.2924], [0.0454, -1.2600, 5.1141], [-0.8338, -2.1729, 4.5771], [-1.2884, -1.5730, 3.3948], [-2.2620, -2.1156, 2.4059], [-0.7209, -0.3761, 3.2324], [0.9287, 1.4570, 5.9015], [-0.2382, 1.5495, 6.5906], [0.0473, 2.0424, 7.8356], [1.4477, 2.2281, 7.8337], [2.3162, 2.7364, 8.9386], [1.9644, 1.8786, 6.6688], [5.4613, -0.8640, 1.3674], [4.5659, 0.3842, 0.5017], [3.8398, -1.1985, 0.7557], [5.6681, 0.2625, 3.8524], [3.7066, 1.0613, 5.6065], [0.1521, 3.6162, 5.0548], [-0.0272, 5.3615, 2.9707], [1.0681, 4.9819, 0.4054], [-0.5186, 4.3026, 0.0629], [0.9363, 3.3587, -0.2816], [0.6248, -1.2838, 6.0227], [-1.1336, -3.1199, 4.9931], [-2.5639, -3.1265, 2.6790], [-1.8338, -2.1356, 1.3983], [-3.1585, -1.5012, 2.3607], [-1.1758, 1.2595, 6.1441], [-0.6437, 2.2411, 8.6367], [1.7199, 2.9671, 9.8194], [2.8410, 3.6420, 8.6351], [3.0647, 1.9954, 9.2186], [2.1848, 1.2511, -0.9627], [0.9367, 0.6557, -2.0487], [1.1373, 0.1579, -3.2218], [2.4053, -0.0088, -3.6561], [2.6765, -0.1460, -5.0177], [1.7066, 0.0715, -5.9899], [2.0265, -0.1003, -7.3292], [3.3069, -0.4678, -7.7141], [4.2778, -0.6607, -6.7387], [3.9685, -0.5076, -5.3991], [-0.4366, 0.7088, -1.7092], [-0.6844, 1.3032, -0.5263], [-1.8768, 2.0051, -0.3930], [-2.3154, 2.3342, 0.8979], [-3.3887, 3.1865, 1.0663], [-4.0539, 3.7105, -0.0383], [-3.6324, 3.3734, -1.3168], [-2.5458, 2.5319, -1.5027], [3.1490, 0.2995, -3.0406], [0.7154, 0.3897, -5.6943], [1.2658, 0.0742, -8.0794], [3.5497, -0.5919, -8.7603], [5.2847, -0.9384, -7.0220], [4.7264, -0.6706, -4.6410], [-1.8080, 1.9196, 1.7619], [-3.7146, 3.4424, 2.0661], [-4.8893, 4.3842, 0.0983], [-4.1326, 3.7945, -2.1797], [-2.1623, 2.3291, -2.4938], [0.5882, -2.3884, -4.8608], [-1.1090, -1.6680, -4.5351], [-2.3553, -3.0010, -4.9676], [-1.5094, -0.1023, -5.4704], [-1.3387, -1.2517, -1.9865], [1.1853, -3.1340, -0.2267], [1.4090, -3.1743, 1.5923], [2.4247, -2.3076, -1.2832], [0.1384, -4.4529, -0.9737], [-3.9341, -1.0249, -1.9081], [-4.4311, -2.8176, -2.1898], [-4.5751, 0.0640, -3.2941], [-4.5955, -0.5413, -0.2304], [0.8829, -2.2181, -5.8992], [0.5553, -3.4690, -4.6993], [1.3643, -1.9515, -4.2341], [-2.0930, -3.3968, -5.9532], [-3.3745, -2.6209, -5.0286], [-2.3404, -3.8410, -4.2698], [-1.1485, -0.1762, -6.4992], [-1.0576, 0.7774, -5.0090], [-2.5889, 0.0433, -5.5036], [1.8227, -2.2437, 1.9799], [2.1252, -3.9794, 1.8100], [0.4874, -3.4070, 2.1255], [2.5882, -1.2708, -0.9800], [2.1292, -2.3233, -2.3318], [3.3802, -2.8387, -1.1854], [-0.9136, -4.2263, -0.7976], [0.3439, -5.4149, -0.4948], [0.3112, -4.5299, -2.0467], [-4.4691, -3.0881, -3.2426], [-5.4321, -2.9573, -1.7735], [-3.7757, -3.5300, -1.6820], [-4.8256, -0.5450, -4.1654], [-3.8595, 0.8220, -3.6041], [-5.4819, 0.5789, -2.9691], [-5.2407, -1.3412, 0.1404], [-5.1889, 0.3692, -0.3012], [-3.8213, -0.3613, 0.5045]], "forces_ev_per_a": [[0.1, -0.2, 0.3], [0.0, 0.0, 0.0], [0.1, 0.0, 0.0], [0.0, 0.0, 0.0], [0.0, -0.1, 0.0], [0.1, 0.1, 0.0], [-0.1, 0.0, 0.0], [-0.2, 0.1, -0.1], [0.2, 0.0, 0.0], [0.0, 0.0, 0.0], [0.0, 0.0, 0.0], [0.1, 0.0, 0.0], [0.0, 0.0, 0.0], [-0.1, 0.1, 0.0], [0.0, 0.0, 0.0], [0.1, 0.0, 0.0], [0.0, 0.0, 0.0], [0.1, 0.1, 0.0], [0.0, 0.0, -0.1], [0.0, 0.0, -0.1], [0.0, -0.2, 0.1], [0.0, 0.0, 0.0], [0.0, 0.0, 0.0], [0.0, 0.0, 0.0], [0.0, 0.0, 0.0], [0.0, 0.1, -0.1], [0.0, 0.0, 0.0], [0.0, 0.0, 0.0], [0.0, 0.0, 0.1], [0.0, 0.0, 0.0], [0.0, 0.0, 0.0], [0.0, 0.0, 0.0], [0.0, 0.0, 0.0], [0.0, 0.0, 0.0], [0.0, 0.0, 0.0], [0.0, 0.0, 0.0], [0.0, 0.0, 0.0], [0.0, 0.0, 0.0], [0.0, 0.0, 0.0], [0.0, 0.0, 0.0], [-0.1, 0.0, 0.0], [0.0, 0.0, 0.0], [0.0, 0.0, 0.0], [0.0, 0.0, 0.0], [0.0, 0.0, 0.0], [0.0, 0.0, 0.0], [0.0, 0.0, -0.1], [0.2, -0.1, -0.4], [0.0, 0.3, 0.1], [0.1, 0.0, 0.4], [0.2, 0.3, -0.2], [0.1, 0.4, 0.0], [0.0, 0.1, 0.1], [0.0, 0.0, 0.0], [0.0, 0.0, 0.0], [-0.1, 0.0, 0.0], [-0.3, 0.2, 0.5], [0.0, 0.0, -0.1], [0.0, -0.2, -0.1], [-0.1, -0.2, 0.0], [-0.1, -0.1, 0.0], [0.0, 0.0, 0.0], [0.0, 0.0, 0.0], [-0.1, 0.0, 0.0], [0.0, 0.1, 0.0], [0.4, 0.0, -0.1], [0.0, 0.0, 0.0], [0.0, 0.0, 0.0], [0.0, 0.0, 0.0], [0.0, 0.0, 0.0], [-0.1, 0.0, 0.0], [0.0, 0.0, 0.0], [0.0, 0.0, 0.0], [0.0, 0.0, 0.0], [0.0, 0.0, 0.0], [-0.1, -0.3, 0.1], [0.2, -0.1, 0.0], [0.0, 0.0, -0.1], [-0.2, 0.1, 0.1], [0.1, 0.0, 0.0], [-0.4, 0.5, -0.2], [0.1, -0.1, 0.0], [0.1, -0.2, 0.0], [0.0, -0.1, 0.2], [0.0, 0.0, -0.1], [0.0, 0.0, 0.0], [0.0, -0.1, 0.0], [0.0, 0.1, 0.0], [-0.1, -0.2, 0.1], [0.0, -0.1, 0.1], [-0.2, -0.3, -0.1], [0.0, 0.0, 0.0], [0.0, 0.0, 0.0], [0.0, 0.0, 0.0], [-0.1, 0.0, 0.0], [-0.1, 0.0, 0.0], [-0.1, 0.0, 0.0], [0.0, 0.0, 0.0], [0.0, 0.0, 0.0], [0.0, 0.0, 0.0], [0.0, 0.0, 0.0], [0.0, 0.0, 0.0], [0.0, 0.0, 0.0], [0.0, -0.1, 0.0], [0.1, 0.0, 0.0], [0.0, 0.0, 0.0], [0.0, 0.0, 0.0], [0.0, 0.0, 0.0], [0.0, 0.0, 0.0], [0.0, 0.0, 0.0], [0.0, 0.1, 0.0], [0.0, 0.0, 0.0], [0.0, 0.0, 0.0], [0.0, 0.1, 0.0], [0.2, 0.1, 0.2]], "lowdin_spin": [0.027, 0.000, 0.000, 0.000, 0.000, 0.001, 0.013, 0.000, 0.000, 0.000, 0.000, 0.000, 0.001, -0.002, 0.000, 0.000, 0.000, 0.000, 0.000, 0.000, 0.000, 0.000, 0.000, 0.000, 0.000, 0.000, 0.000, 0.000, 0.000, 0.000, 0.000, 0.000, 0.000, 0.000, 0.000, 0.000, 0.000, 0.000, 0.000, 0.000, 0.000, 0.000, 0.000, 0.000, 0.000, 0.000, 0.001, -0.018, 0.086, 0.052, 0.000, 0.008, -0.001, 0.009, -0.001, 0.008, 0.202, 0.346, 0.015, 0.051, -0.007, 0.061, -0.005, 0.057, 0.001, 0.001, 0.000, 0.001, 0.000, 0.000, 0.002, -0.002, 0.004, -0.001, 0.003, 0.000, 0.002, -0.001, 0.001, 0.063, 0.000, 0.002, -0.001, 0.004, 0.005, 0.001, 0.002, 0.000, 0.000, 0.000, 0.000, 0.000, 0.000, 0.000, 0.000, 0.000, 0.000, 0.002, 0.000, 0.000, 0.000, 0.001, 0.000, 0.003, 0.000, 0.000, 0.000, 0.000, 0.001, 0.000, 0.000, 0.000, 0.000, 0.000, 0.000]}